# 1
Density functional theory data (the ωB97M-V functional and the def2-TZVPD basis) for a molecular structure, C20H45CuNO8PSSi.

```
78
Properties=species:S:1:pos:R:3:lowdin_charge:R:1
C -2.45 -3.08 1.84 -0.58
O 1.43 3.28 1.21 -0.13
H 2.43 5.32 -3.70 0.10
H 2.52 3.55 4.34 0.10
H 3.12 1.50 -0.62 0.08
C 2.90 0.57 -0.09 0.00
Cu -1.40 0.85 -0.35 0.38
H 1.41 6.52 -1.64 0.10
H 0.49 1.98 4.18 0.10
H -1.97 -6.44 -2.15 0.10
C 0.59 1.99 3.10 -0.03
H 0.42 -0.57 -2.23 0.08
C 1.21 3.30 2.64 -0.62
H 0.97 5.58 -0.22 0.08
C -3.42 -4.24 1.87 -0.02
H -4.00 -1.61 1.50 0.08
C 1.02 5.56 -1.31 -0.03
H -4.23 -4.09 1.15 0.08
C -2.27 -5.44 -1.85 -0.02
H -3.85 -4.33 2.87 0.10
O 1.34 3.15 -1.42 -0.14
H 0.16 4.56 4.05 0.10
C 0.11 -4.65 -1.55 -0.02
H -3.23 -5.21 -2.31 0.10
H 1.60 0.73 -2.52 0.09
O -4.03 -2.84 -0.91 -0.20
N -3.42 0.14 -0.87 0.05
H -2.43 -0.92 2.05 0.08
H 3.27 4.49 -0.11 0.08
S -1.50 3.00 0.01 0.55
O -1.84 -2.97 0.49 -0.17
C 1.92 4.44 -1.80 -0.62
H 2.14 -0.95 -2.30 0.10
H 0.85 -3.93 -1.89 0.09
P -2.59 -2.59 -0.84 0.37
C -3.13 -1.75 2.15 -0.02
H 0.01 5.45 -1.72 0.09
C -1.20 -4.45 -2.28 -0.58
C -1.03 -4.45 -3.79 -0.02
H 0.23 -1.63 0.03 0.06
H -0.65 -5.42 -4.11 0.10
C 2.59 3.49 3.26 -0.02
C 0.31 4.48 2.97 -0.02
Si 0.60 2.73 -0.05 -0.09
H 3.24 2.65 3.00 0.09
H 1.94 -1.99 0.15 0.11
H -2.39 -5.44 -0.76 0.08
O -2.30 -0.98 -1.00 -0.26
H 3.05 4.41 2.89 0.09
H -0.55 -2.49 2.69 0.08
H -0.75 -4.24 2.47 0.10
H -3.49 -1.75 3.18 0.10
H -0.67 4.36 2.50 0.06
H 3.66 -0.16 -0.36 0.11
H 1.18 -0.99 1.39 0.09
H 0.97 4.32 -3.74 0.09
O -4.47 -0.18 -0.63 0.23
H 2.96 0.75 0.98 0.09
H -0.31 -3.69 -4.09 0.09
C -1.26 -3.32 2.75 -0.01
H 3.78 5.47 -1.50 0.10
H 0.76 5.41 2.62 0.09
C 3.31 4.53 -1.20 -0.02
C 1.98 4.41 -3.32 -0.02
C 1.54 0.03 -0.48 -0.57
H 2.58 3.56 -3.66 0.09
C 1.19 -1.22 0.32 -0.01
H -1.98 -4.26 -4.29 0.10
H 3.94 3.72 -1.57 0.09
H -0.03 -4.55 -0.48 0.08
O 0.51 1.03 -0.11 -0.27
H -2.90 -5.17 1.64 0.09
H -0.40 1.86 2.66 0.07
H 0.49 -5.65 -1.76 0.10
H -1.60 -3.41 3.78 0.10
O -1.64 -3.06 -1.98 -0.14
C 1.41 -0.20 -1.98 0.00
H 1.22 1.15 2.81 0.08
```

Charge = +1
Spin multiplicity = 2
HOMO (alpha / beta) = -12.420 / -12.277 eV
ΔE to the lowest compared entry with this formula, charge and spin = 113.09 kJ/mol
Kohn-Sham gap (alpha / beta) = 7.587 / 6.404 eV

=====

# 2
Density functional theory data (the ωB97M-V functional and the def2-TZVPD basis) for a molecular structure, C20H45N2OP3PdS.

```
73
Properties=species:S:1:pos:R:3:lowdin_charge:R:1
H -2.63 3.68 -1.03 0.08
C -2.25 -1.06 -5.68 0.10
H 1.01 6.20 2.43 0.12
H -2.42 -1.94 3.74 0.07
H -1.75 -0.81 -0.80 -0.01
H 3.19 -2.29 -2.86 0.07
C -2.10 -2.13 -3.51 0.04
C -1.09 -0.36 -5.42 0.16
H 0.67 -2.06 4.03 0.07
C -1.01 -1.35 -3.20 0.01
H 1.60 1.84 3.50 0.12
C -0.59 -0.27 -4.07 -0.36
C 1.31 3.02 1.92 -0.74
C 1.77 5.46 2.12 -0.01
H -2.61 0.45 2.35 0.06
H 1.29 -0.47 3.49 0.00
C 2.15 -2.48 -3.11 -0.02
N 1.09 4.31 1.51 -0.01
H 1.23 4.18 4.87 0.12
H 1.86 -2.06 -4.06 0.07
H -2.89 -2.06 2.03 0.05
P -0.70 -1.11 2.25 0.73
H -1.11 1.30 1.80 -0.02
H 3.37 -3.15 -1.01 0.05
H -0.68 1.63 -2.27 0.07
C -3.01 1.76 -3.08 -0.18
H -1.73 -3.23 2.71 0.05
C 1.31 -3.34 -2.51 -0.07
N 1.42 2.82 3.26 0.01
H -0.59 0.26 -6.16 0.17
Pd 0.33 -2.18 0.37 0.31
H -3.43 0.82 -3.47 0.06
H 3.35 -4.25 2.03 0.08
H 2.97 -1.40 -1.09 0.03
H -3.60 -2.61 -5.00 0.15
C 3.41 -2.20 -0.49 -0.27
H -1.35 0.90 3.52 0.05
H -0.43 -1.52 -2.30 0.08
H -2.38 2.20 -3.87 0.08
H -0.15 4.21 3.70 0.11
C 3.32 -1.12 2.00 -0.24
C -2.50 -0.01 -0.73 -0.19
C -1.52 0.54 2.49 -0.27
H 3.20 -1.34 3.07 0.06
S 1.40 1.75 0.79 0.92
H -0.14 -0.56 4.55 0.07
C -2.74 -1.99 -4.75 0.06
C -2.07 -2.19 2.74 -0.25
H -2.45 -2.89 -2.81 0.16
H 0.46 -3.70 -3.09 0.07
P 2.40 -2.30 0.97 0.67
H -3.80 2.46 -2.78 0.08
C 2.37 -4.00 1.61 -0.21
H -2.77 -0.90 -6.63 0.17
O 0.08 0.75 -3.67 0.03
H 1.59 -4.07 2.38 0.05
H 2.12 -4.68 0.79 0.06
C 0.39 -1.05 3.72 -0.25
H 0.04 2.84 4.86 0.11
H 2.39 5.15 2.97 0.11
H 2.98 -0.08 1.77 -0.02
C -2.10 2.88 -0.53 -0.19
H 4.38 -1.23 1.71 0.07
H 1.49 -3.90 -1.61 0.04
C 0.58 3.57 4.22 -0.02
P -1.97 1.49 -1.62 0.94
H 4.44 -1.93 -0.26 0.07
H 2.41 5.92 1.35 0.12
H -2.63 0.20 0.33 0.02
H -3.44 -0.41 -1.12 0.09
H -2.63 2.58 0.37 0.06
H -1.11 3.21 -0.24 0.02
H 0.98 4.36 0.50 0.13
```

Charge = +4
Spin multiplicity = 5
HOMO (alpha / beta) = -17.887 / -19.679 eV
ΔE to the lowest compared entry with this formula, charge and spin = 241.17 kJ/mol
Kohn-Sham gap (alpha / beta) = 6.213 / 3.668 eV

=====

What is the ΔE to the lowest compared entry with this formula, charge and spin in the second record?
241.17 kJ/mol

=====

charge of number 1 (C20H45CuNO8PSSi)?
+1